# 1
The following is a quantum chemistry calculation of 2 unconnected molecules or ions with the total composition C4H14NO2, from the Open Molecules 2025 dataset.

Summary:
DFT total energy   -365.7682 Eh
HOMO-LUMO gap   11.99 eV
Charge   +1

XYZ file:
```
21
Properties=species:S:1:pos:R:3:forces:R:3
O -0.423940 2.012558 -0.463768 -0.14 -0.47 -0.08
C 0.294276 1.604171 0.712834 0.75 1.29 -0.68
C 0.463766 0.061530 0.758997 1.36 0.47 -0.58
N -0.542135 -0.609280 -0.187960 -2.01 -0.21 3.06
C -0.091709 -1.985172 -0.520760 -0.07 -0.35 0.68
C 0.394093 -0.421408 2.250598 -1.04 0.11 -1.34
H -0.173148 2.904222 -0.744844 -0.01 -0.25 0.41
H 1.328030 2.059294 0.576622 -1.13 -0.59 1.00
H -0.260376 2.007364 1.616313 0.86 -0.60 -0.84
H 1.451032 -0.302096 0.355297 -0.86 0.92 0.22
H -0.932294 -0.133159 -0.989133 1.05 1.03 -1.05
H -1.411280 -0.530427 0.452482 1.23 -1.26 -1.23
H -0.855038 -2.628810 -0.905116 -0.73 0.05 -0.26
H 0.755554 -2.037868 -1.183797 0.13 0.80 -0.46
H 0.255253 -2.408464 0.396344 0.07 -0.45 0.63
H 0.906015 0.381967 2.864618 -0.65 -1.30 -0.51
H 0.863020 -1.418846 2.291600 -0.05 0.62 0.56
H -0.705970 -0.538819 2.501401 1.27 0.34 0.25
H -0.371673 0.181469 -3.931999 -0.22 0.60 1.08
H -0.366884 1.373254 -2.849963 -0.12 -0.86 -0.48
O -0.576594 0.428530 -2.999776 0.29 0.10 -0.40
```
Forces are in eV/Å.

# 2
The following is a quantum chemistry calculation of 15 unconnected molecules or ions with the total composition C40H60ClF2N16O2, from the Open Molecules 2025 dataset.

Summary:
DFT total energy   -3246.2741 Eh
HOMO-LUMO gap   8.20 eV
Charge   +1

XYZ file:
```
121
Properties=species:S:1:pos:R:3:forces:R:3
C -1.944977 0.619252 1.555472 0.14 -0.65 -0.30
C -0.573231 -0.059160 1.585973 -1.46 0.14 0.54
F -0.106867 0.047262 2.872608 0.86 -0.09 0.43
C -0.765362 -1.534800 1.263698 -0.17 2.11 -3.62
C -1.495061 -1.562778 -0.128855 0.34 -2.02 0.05
Cl -0.697439 -0.716497 -1.485256 -0.41 0.31 0.09
C -1.227098 -3.011331 -0.512242 -0.23 1.13 -0.65
C -2.117466 -3.787273 -1.385593 -0.29 -0.29 0.41
C -3.272211 -4.305239 -0.480641 1.01 0.82 0.87
F -3.602207 -5.571187 -0.796338 -0.44 -0.62 -0.56
N -0.144254 -3.410852 0.032705 -0.03 0.17 -0.86
C 0.464688 -2.382118 0.924555 -0.19 -1.74 3.87
C 0.820462 -3.133364 2.269120 -0.28 0.49 -0.31
C -0.097090 -4.283394 2.658208 0.42 0.05 0.87
C 0.332857 -4.835021 4.043621 -0.48 -0.81 -1.39
O 1.409473 -5.745309 3.856908 0.44 0.58 0.36
N 1.621118 -1.685410 0.430646 -0.61 -0.35 -0.49
C 2.478398 -2.394609 -0.066979 1.64 -0.75 -0.75
O 3.322573 -3.042184 -0.552715 -1.01 0.92 0.55
H -2.172767 0.980440 0.557988 -0.10 0.27 -0.05
H -2.010644 1.425042 2.271630 0.19 0.24 0.06
H -2.691109 -0.128770 1.816887 -0.32 0.11 0.22
H 0.077097 0.427752 0.870570 0.60 -0.02 0.17
H -1.510107 -1.989778 1.900114 0.38 -0.36 0.70
H -2.566316 -1.433947 -0.144441 -0.18 0.76 0.11
H -2.523912 -3.139727 -2.149010 0.11 0.08 -0.40
H -1.593356 -4.633495 -1.814434 -0.02 -0.18 -0.20
H -4.111874 -3.620014 -0.490173 -0.41 -0.17 -0.31
H -2.899966 -4.324667 0.545598 -0.11 -0.07 0.25
H 0.183806 -4.351849 -0.153800 0.51 0.06 0.23
H 0.713742 -2.378323 3.043343 0.16 0.23 0.10
H 1.863595 -3.434863 2.300923 0.14 -0.25 -0.24
H -0.027031 -5.138484 1.991296 -0.06 -0.09 -0.30
H -1.147454 -4.004353 2.736754 -0.10 0.26 -0.16
H 0.629198 -4.041779 4.714102 0.13 0.01 0.31
H -0.523214 -5.394392 4.409819 -0.13 0.18 0.58
H 1.045531 -6.529937 3.449025 0.01 -0.33 -0.01
C 0.291476 1.937983 5.549528 0.34 -0.10 0.03
C -1.116549 2.254022 5.387812 0.10 0.03 0.00
N -2.219585 2.542719 5.259924 -0.17 -0.26 -0.02
H 0.445220 1.082328 6.204946 -0.14 0.01 0.04
H 0.745254 1.706862 4.588091 -0.14 0.07 -0.06
H 0.833212 2.778817 5.975334 -0.11 0.08 0.01
C 4.430484 -0.234300 -2.651911 0.18 -0.39 0.05
C 3.948774 1.088529 -3.017245 0.02 -0.09 0.02
N 3.562809 2.128237 -3.308759 -0.08 0.07 0.00
H 3.741933 -0.729951 -1.970841 -0.10 0.13 0.00
H 4.540641 -0.873929 -3.527408 0.00 0.09 -0.07
H 5.401052 -0.183935 -2.161086 0.00 0.14 -0.03
C 3.380194 -1.134816 -6.434497 -0.25 0.36 -0.17
C 4.443565 -2.061712 -6.080589 -0.06 0.12 0.16
N 5.278827 -2.767281 -5.733433 0.04 -0.06 0.00
H 3.750596 -0.111528 -6.493808 0.17 -0.06 0.04
H 2.939483 -1.379916 -7.397712 0.07 -0.14 0.00
H 2.579048 -1.152344 -5.697288 0.03 -0.15 0.02
C 3.974250 2.568707 3.551010 0.10 -0.05 -0.37
C 3.620022 2.266632 4.928393 0.03 0.01 -0.06
N 3.332798 2.034492 6.014636 0.06 -0.04 0.03
H 3.102567 2.886828 2.979191 -0.09 0.05 0.16
H 4.709195 3.367974 3.492981 -0.14 -0.03 0.18
H 4.395639 1.695130 3.053127 -0.02 -0.10 0.15
C 0.355525 -1.735633 -9.460398 0.03 0.06 -0.41
C 0.222857 -1.973754 -8.032562 -0.13 -0.03 -0.07
N 0.104031 -2.167299 -6.908424 0.07 0.04 0.16
H -0.616858 -1.550232 -9.914189 -0.07 -0.01 0.14
H 0.986469 -0.869805 -9.657033 0.01 0.02 0.12
H 0.800338 -2.594535 -9.960582 0.00 -0.06 0.12
C 7.796904 4.822788 2.569349 0.39 -0.07 0.03
C 6.366881 5.060897 2.453502 0.07 0.13 -0.05
N 5.239589 5.255042 2.362056 0.05 0.03 -0.07
H 8.001011 3.972795 3.219136 -0.13 -0.01 0.03
H 8.238440 4.613888 1.596344 -0.12 0.02 -0.06
H 8.304284 5.690681 2.986930 -0.12 0.06 0.01
C -2.429378 4.563603 2.535623 -0.27 0.48 0.38
C -2.912554 3.956665 1.312327 0.07 -0.15 -0.03
N -3.263821 3.420275 0.358718 0.00 0.01 -0.13
H -2.339900 3.831266 3.334749 -0.05 -0.07 -0.05
H -1.454779 5.009342 2.392890 0.05 0.07 -0.08
H -3.098669 5.347330 2.886716 -0.13 -0.08 -0.09
C -5.105472 -8.619946 -0.238412 0.15 0.06 -0.39
C -5.621475 -8.924210 1.086890 0.00 -0.01 -0.06
N -6.027352 -9.164716 2.131732 0.01 0.03 0.08
H -5.906225 -8.333368 -0.918339 -0.10 -0.03 0.11
H -4.393682 -7.798046 -0.201952 -0.02 0.01 0.13
H -4.596254 -9.479732 -0.671233 -0.05 -0.09 0.12
C -3.078942 5.473011 7.864510 -0.15 -0.03 0.38
C -2.540448 5.558154 6.517558 0.00 0.00 0.06
N -2.109824 5.612828 5.457137 0.05 0.17 -0.08
H -2.938429 4.475167 8.277477 0.06 -0.05 -0.13
H -2.587605 6.182710 8.528179 0.07 0.04 -0.10
H -4.145631 5.690595 7.873545 0.00 0.02 -0.13
C -2.585165 -0.173336 -5.111331 0.05 -0.04 0.29
C -3.122453 -0.558566 -6.408643 0.09 -0.05 0.10
N -3.545759 -0.859710 -7.431534 0.00 0.01 -0.06
H -2.791480 -0.931312 -4.355645 -0.09 -0.13 -0.14
H -1.505757 -0.040137 -5.153317 0.00 0.00 -0.18
H -3.014597 0.761787 -4.761423 -0.02 -0.10 -0.17
C 4.227137 -5.155623 6.258903 0.31 -0.31 -0.18
C 3.264648 -4.260897 6.880814 0.04 -0.02 -0.05
N 2.500822 -3.549151 7.355603 -0.10 0.03 -0.04
H 4.315508 -4.949717 5.193515 -0.10 0.08 0.01
H 5.216833 -5.054028 6.701405 -0.07 0.14 0.11
H 3.924626 -6.195627 6.367805 -0.14 0.04 0.06
C -4.188592 4.342756 -4.590824 -0.34 0.34 -0.12
C -3.130639 3.406234 -4.250569 -0.01 0.10 0.05
N -2.294286 2.667581 -3.981377 0.06 0.17 0.09
H -3.814088 5.364798 -4.647558 0.13 -0.05 0.05
H -4.634704 4.103393 -5.555286 0.10 -0.13 -0.02
H -4.984687 4.326796 -3.848307 0.10 -0.11 0.10
C 0.760146 3.666705 -0.225986 0.04 0.06 -0.38
C 0.532421 3.583509 1.208772 0.04 0.00 -0.06
N 0.338223 3.532187 2.339372 0.31 -0.30 -0.03
H -0.117294 4.061737 -0.737384 -0.08 -0.02 0.13
H 1.602250 4.319579 -0.450451 0.03 0.00 0.13
H 0.978114 2.685982 -0.647789 0.00 -0.03 0.08
C -2.101145 6.851523 -7.703405 0.25 -0.15 -0.25
C -3.022591 7.488463 -6.774691 0.05 -0.01 -0.07
N -3.748515 7.993408 -6.044353 -0.05 -0.06 0.09
H -2.176398 7.295795 -8.694435 -0.10 0.08 0.04
H -1.071095 6.958288 -7.367180 -0.04 0.07 0.10
H -2.312947 5.787431 -7.798428 -0.10 0.02 0.08
```
Forces are in eV/Å.

# 3
The following is a quantum chemistry calculation of 2 unconnected molecules or ions with the total composition C20H26NO, from the Open Molecules 2025 dataset.

Summary:
DFT total energy   -907.3876 Eh
HOMO-LUMO gap   7.24 eV
Charge   +1

XYZ file:
```
48
Properties=species:S:1:pos:R:3:forces:R:3
C 2.971312 0.821497 0.726933 -0.02 -0.11 -0.02
N 1.673856 0.491150 1.342574 0.11 0.43 0.58
C 0.973797 1.767353 1.680903 -0.41 0.19 -0.15
C 0.639925 1.954730 3.157854 -0.21 -0.30 0.14
O 0.280241 0.695117 3.729883 0.96 0.36 0.11
C 1.485212 -0.072424 3.820743 -0.38 0.10 0.16
C 1.891368 -0.531643 2.427955 -0.33 -0.16 -0.33
H 3.627347 1.320625 1.469023 -0.23 -0.24 -0.30
H 3.471001 -0.101119 0.379304 -0.21 0.46 0.07
H 2.806098 1.521254 -0.102547 0.16 -0.29 0.14
H 1.606946 2.612204 1.359653 -0.34 -0.32 0.02
H 0.030107 1.810435 1.107541 0.40 -0.04 0.12
H 1.512227 2.380878 3.690495 -0.44 -0.13 -0.01
H -0.234852 2.609928 3.273830 0.41 -0.09 -0.07
H 2.302759 0.524332 4.279340 -0.51 -0.24 -0.04
H 1.245670 -0.937206 4.459210 0.31 0.29 -0.24
H 1.284730 -1.412579 2.170976 0.35 0.15 0.03
H 2.952614 -0.821274 2.432287 -0.37 0.01 -0.06
C 0.710953 2.538572 -5.117801 -0.09 0.01 -0.06
C 0.615508 1.804150 -3.811279 0.16 -0.27 0.04
C 1.737438 1.143933 -3.291845 0.26 -0.10 0.15
C 1.662480 0.415020 -2.115807 -0.07 -0.12 -0.09
C 0.463276 0.347476 -1.371192 -0.10 0.58 -0.12
C 0.319194 -0.536484 -0.243499 0.62 -0.72 -1.35
C -1.006727 -1.095118 0.050007 -1.48 -0.01 1.25
C -1.372576 -1.513273 1.360683 0.55 -0.40 -0.39
C -2.419264 -2.406344 1.574483 -0.02 0.47 0.04
C -3.284748 -2.776803 0.531899 0.55 -0.10 -0.04
C -4.353701 -3.809373 0.733505 -0.25 -0.02 0.08
C -3.079661 -2.192640 -0.721532 0.06 0.14 0.25
C -1.982486 -1.376219 -0.959285 0.81 0.29 -0.04
C -0.624502 1.138565 -1.838829 -0.18 -0.32 -0.07
C -0.574168 1.764807 -3.075283 0.06 0.14 0.16
H -0.243270 2.542856 -5.653007 0.12 -0.03 0.12
H 0.981193 3.582736 -4.933170 0.00 -0.05 -0.01
H 1.476229 2.110301 -5.771299 -0.12 0.04 0.15
H 2.683292 1.184521 -3.838206 -0.33 -0.07 0.15
H 2.523700 -0.150412 -1.771994 -0.11 0.03 -0.15
H 1.150726 -1.232492 -0.025835 -0.55 0.60 -0.22
H -0.795227 -1.116051 2.197054 -0.14 -0.41 -0.10
H -2.582624 -2.810567 2.577853 -0.02 0.27 -0.31
H -5.136263 -3.699688 -0.023934 0.09 -0.06 0.17
H -3.952367 -4.831834 0.646204 -0.01 0.36 0.02
H -4.806502 -3.715239 1.727252 0.07 -0.06 -0.21
H -3.792311 -2.392182 -1.523606 0.30 0.05 0.15
H -1.832293 -0.985240 -1.962640 0.06 -0.28 0.15
H -1.544988 1.197301 -1.253830 0.31 -0.08 -0.18
H -1.460668 2.236461 -3.501022 0.20 0.02 0.32
```
Forces are in eV/Å.

# 4
The following is a quantum chemistry calculation of a molecular structure, H4NO2SSi, from the Open Molecules 2025 dataset.

Summary:
DFT total energy   -895.3272 Eh
HOMO-LUMO gap   8.79 eV
Charge   -1

XYZ file:
```
9
Properties=species:S:1:pos:R:3:forces:R:3
N 2.934491 0.850726 -0.556850 -1.61 -1.55 -0.83
O -0.403500 0.705283 -0.032862 -0.26 -0.71 -0.60
O 1.619130 -1.124182 0.486190 0.18 0.12 -0.57
Si -1.772670 -0.121189 0.172914 -0.25 1.47 0.15
S 1.783192 0.324938 0.375428 1.18 0.55 0.17
H 3.164872 0.199738 -1.372705 -0.25 0.74 1.47
H -1.683976 -1.234974 1.177357 -0.09 -0.12 -0.40
H -2.823643 0.811503 0.680003 -0.01 0.25 0.83
H -2.817898 -0.411842 -0.929473 1.12 -0.75 -0.23
```
Forces are in eV/Å.

no.,strongest force on any atom (eV Å⁻¹)
1,3.66
2,4.25
3,1.94
4,2.39